Entry 1:
# C25H59FN15O12P

A 12-piece molecular cluster, C25H59FN15O12P overall in a non-equilibrium geometry (ωB97M-V/def2-TZVPD, the Open Molecules 2025 dataset).

As for the total charge: 0. As for the frontier orbital gap: 7.5 eV. The HOMO energy comes out at -8.999 eV.

Each line ends with the Mulliken charge.
Geometry (Å):
H (-6.5586, -0.1533, 7.5088)  0.24
H (4.8415, -5.3512, 8.5133)  0.18
H (-6.1655, -1.0467, 3.6296)  0.26
H (2.7323, -4.1970, 1.4921)  0.16
H (-1.0377, 3.4649, -1.0439)  0.17
H (0.9762, 7.2503, 0.9795)  0.17
N (-5.3238, -2.4133, -0.5747)  0.04
H (-2.3048, -1.4608, 1.6132)  0.39
H (3.4827, -3.0957, 0.3917)  0.13
H (-1.9447, -6.0845, -6.8861)  0.23
C (5.9014, -4.9266, 6.1505)  -0.74
C (2.2269, -3.6812, -2.4638)  -1.15
C (-1.7462, -1.1855, 0.7186)  -0.72
H (5.0125, -0.7632, -7.2171)  0.26
H (3.8742, -5.8493, 2.5680)  0.32
H (-2.6705, 1.7301, -6.6143)  0.30
C (-6.7761, -1.6150, 0.9132)  0.70
O (5.7583, -4.0281, 0.5882)  -0.65
N (-0.6847, 3.6691, 2.4244)  -0.39
H (-1.0922, 4.2544, -2.5820)  0.17
H (2.0867, -2.1556, -4.8865)  0.10
H (-0.9630, -2.6800, -2.5310)  0.04
N (-4.7623, -0.6644, 0.9370)  -0.13
H (6.1641, -5.6992, 5.4303)  0.17
H (6.5400, -5.0340, 7.0266)  0.32
N (-6.5901, -1.1775, 4.5366)  -0.30
H (5.4597, -1.8503, -5.8932)  0.31
C (-7.2834, -0.3593, 6.7238)  -0.85
H (4.1341, 9.6946, 0.8331)  0.26
H (-0.0341, -3.5172, -3.7361)  0.20
N (0.1890, 3.9032, 5.3221)  -0.27
N (-0.7610, 4.2298, -1.6368)  -0.31
F (-7.9956, -1.6761, 1.4387)  -0.22
H (0.9411, 2.1392, 0.2106)  0.20
H (0.0960, 7.2503, -1.5968)  0.22
H (0.9067, 8.9230, 1.4360)  0.17
H (1.8339, 1.9211, 1.7286)  0.36
H (-1.4262, -0.1584, 0.8483)  0.07
C (4.4346, -5.0514, 6.4890)  0.58
H (-2.0412, -5.1883, -8.3628)  0.19
N (-6.5467, -2.4475, -0.0770)  -0.59
C (2.5762, 8.3305, 0.3381)  0.70
H (-0.2298, 4.5496, 2.2515)  0.19
N (1.3867, 8.1740, 0.9753)  -0.27
C (0.0483, 5.1827, -1.1110)  0.60
H (-1.5571, 3.6563, 2.9284)  0.29
H (3.2783, 10.0682, -0.6741)  0.25
O (-0.7953, 1.4400, 2.1871)  -0.71
O (-6.1795, 0.9710, 5.0692)  -0.61
H (2.5259, 10.4327, 0.8869)  0.32
H (-0.9039, -1.8659, 0.6327)  0.37
H (-1.8062, 1.2824, -5.1319)  0.23
C (4.8271, -1.7394, -6.7733)  -0.91
H (1.4864, 3.5451, 1.1265)  0.22
H (-0.0066, 6.2030, -3.0214)  0.40
H (-4.7932, -1.3593, -5.2384)  0.22
C (3.3575, -1.8553, -6.4431)  0.60
O (0.4308, 5.1116, 0.0464)  -0.59
H (-6.9594, -2.0775, 4.7757)  0.17
H (3.1739, -5.3592, 8.0546)  0.23
O (0.4771, 6.1139, 5.0651)  -0.64
H (2.1250, -4.1077, -3.4606)  0.42
N (3.5569, -3.8787, 1.0198)  -0.27
H (5.0887, -2.5133, -7.4923)  0.25
H (3.7527, -2.1576, -4.4182)  0.20
O (-0.6174, -4.4211, -5.6517)  -0.69
O (0.8733, -2.5153, -0.8727)  -0.66
H (5.5385, -5.3808, 2.9329)  0.03
P (-2.7836, -1.4173, -0.7666)  0.26
N (-5.9711, -0.7293, 1.4633)  -0.44
C (3.1586, 9.7251, 0.3519)  -0.98
H (1.8966, 5.6203, 7.3278)  0.25
H (-3.4614, 1.9084, -5.0397)  0.34
C (0.5049, 5.1346, 5.7914)  0.64
O (-2.6439, -0.9732, -6.3810)  -0.68
C (-0.1981, 2.4827, 1.9745)  0.63
N (-4.4475, -0.4180, -5.1623)  -0.39
H (0.1986, 3.0761, 5.8881)  0.18
C (-2.7773, 1.2929, -5.6236)  -0.94
H (1.5199, 6.3381, -2.1279)  0.20
C (1.1008, 2.5398, 1.2109)  -0.84
C (4.8439, -5.6178, 2.1302)  -0.63
H (-0.0684, 3.8346, 4.3434)  0.25
H (-1.0905, -2.2068, -7.1213)  0.01
H (-7.6345, -1.3854, 6.8311)  0.29
O (-2.5030, -2.9546, -1.3254)  -0.59
C (-6.6345, -0.1104, 5.3811)  0.60
H (0.4110, -2.9589, -7.6988)  0.07
C (-0.9864, -4.2929, -6.8085)  0.54
H (-8.1310, 0.3141, 6.8359)  0.24
C (4.7789, -4.4458, 1.1799)  0.66
H (-1.0876, -3.1334, -8.6317)  0.35
N (3.0590, -2.0746, -5.1352)  -0.22
C (0.9483, -3.0440, -1.9770)  0.85
H (-2.8070, -3.5668, -0.6440)  0.31
H (-4.9809, 0.2551, -4.6467)  0.18
C (-3.2655, -0.1285, -5.7660)  0.65
H (0.8569, 4.2483, 7.7424)  0.29
C (0.8875, 5.2197, 7.2503)  -0.88
O (2.4891, -1.7606, -7.2892)  -0.62
H (3.0108, -2.9261, -2.4802)  0.15
N (4.1426, -5.2725, 7.8000)  -0.38
C (-0.6702, -3.0736, -7.6262)  -0.28
O (3.1309, 7.3961, -0.2083)  -0.61
C (-4.4871, -1.5203, -0.0456)  0.45
H (6.0787, -3.9493, 5.7056)  0.24
O (3.5598, -4.9610, 5.6510)  -0.61
H (5.2042, -6.4912, 1.5889)  0.26
H (2.5094, -4.4719, -1.7706)  0.31
N (-0.0917, -3.0925, -2.8265)  0.00
C (0.4358, 6.3116, -2.0314)  -0.94
N (-1.7194, -5.2613, -7.4174)  -0.39
H (0.1978, 5.8916, 7.7577)  0.26



Entry 2:
# CH3N3O

A 2-piece molecular cluster, CH3N3O overall in a non-equilibrium geometry (ωB97M-V/def2-TZVPD, the Open Molecules 2025 dataset).

As for the total charge: 0. As for the frontier orbital gap: 9.9 eV. The HOMO energy comes out at -9.058 eV.

Each line ends with the natural charge from an NBO analysis.
Geometry (Å):
N (1.0670, -0.0404, 0.0979)  0.02
H (0.9983, 1.8734, 0.1230)  0.33
C (-2.0375, -0.4929, -0.6261)  0.50
O (-2.7168, -0.0767, 0.1973)  -0.48
N (0.5478, -1.1911, -0.0007)  -0.49
H (2.1489, 0.0042, 0.3851)  0.37
N (0.4046, 1.0417, 0.0742)  -0.56
H (-0.4122, -1.1183, -0.2508)  0.31



Entry 3:
# C12H11Cl2F6N3O2RuS3Sb

C12H11Cl2F6N3O2RuS3Sb as an isolated structure (ωB97M-V/def2-TZVPD, the Open Molecules 2025 dataset).

As for the total charge: +1. As for the multiplicity: 5. As for the frontier orbital gap (spin up / spin down): 7.9 / 5.3 eV. The HOMO energy (spin up / spin down) comes out at -12.191 / -12.048 eV. Its expectation value of S² is 6.0590.

Each line ends with the Mulliken spin population.
Geometry (Å):
S (-1.0735, -4.1711, -2.0847)  0.31
H (5.5981, -1.4767, -1.6937)  0.00
C (1.3984, -0.0113, 2.4008)  -0.04
H (0.0490, 0.3626, 6.7884)  0.00
F (-4.2065, -0.9595, -1.3930)  0.00
Cl (-0.3321, 2.2341, -0.2304)  0.04
Cl (-0.6555, 0.8012, -2.7658)  0.04
F (-1.9004, -0.5374, -0.1224)  -0.01
F (-5.5997, 0.7010, 0.3443)  0.00
H (-0.7756, 0.1888, 3.4066)  0.00
N (2.1020, -0.1702, 0.2718)  0.04
C (5.4703, -0.3951, -1.6489)  0.00
S (4.7423, 0.0208, -0.0347)  0.07
O (0.2086, -0.0038, 1.9424)  0.09
C (2.1766, 0.2489, 6.5297)  0.05
N (2.4663, -0.1050, 1.5486)  0.46
H (6.4465, 0.0838, -1.7050)  0.00
F (-3.3980, 1.5205, -1.0546)  0.00
C (1.6725, 0.0811, 3.7945)  0.11
C (-0.7556, 2.3740, -1.9731)  0.00
Ru (0.1053, -0.3837, -0.1506)  2.40
H (4.7481, -0.3487, -3.6952)  0.00
H (3.8133, -0.0260, 3.5748)  0.00
H (4.5667, 1.1915, -2.8251)  0.01
H (-1.7796, 2.7179, -2.0025)  0.00
N (0.3063, -2.0500, -0.9880)  0.13
H (4.2686, 0.1219, 5.9981)  0.00
H (-0.0365, 3.0526, -2.4172)  0.00
O (-0.6730, 0.2416, 4.3777)  0.06
F (-3.1337, 1.1086, 1.5271)  0.00
F (-4.0223, -1.3840, 1.2477)  0.00
C (0.5952, 0.1976, 4.7281)  0.08
S (2.8463, -0.3742, -2.2532)  0.10
C (-0.3107, -2.9676, -1.4700)  0.04
C (3.2559, 0.1407, 5.6237)  0.04
C (0.8784, 0.2776, 6.1015)  -0.03
C (3.0067, 0.0595, 4.2872)  -0.01
C (4.5352, 0.1060, -2.7294)  0.00
C (3.1302, -0.1710, -0.5786)  0.05
H (2.3849, 0.3119, 7.5896)  0.00
Sb (-3.8610, 0.0926, 0.1130)  0.00



Entry 4:
# C6H10NO

A 3-piece molecular cluster, C6H10NO overall in a non-equilibrium geometry (ωB97M-V/def2-TZVPD, the Open Molecules 2025 dataset).

As for the total charge: +1. As for the frontier orbital gap: 10.2 eV. The HOMO energy comes out at -14.549 eV.

Each line ends with the natural charge from an NBO analysis.
Geometry (Å):
H (-0.6893, 1.9238, 1.0550)  0.27
C (-3.2946, 0.4906, -0.0278)  0.46
C (-1.2075, -2.1666, 0.3539)  -0.25
C (2.1244, 0.6168, -0.3258)  -0.43
H (0.4709, 0.6430, 1.6910)  0.24
H (2.3958, 1.5687, -0.8032)  0.24
H (0.5125, -0.3532, -2.0318)  0.25
H (0.4309, -3.4849, -0.2330)  0.23
N (0.6720, 0.5876, -0.2048)  -0.26
H (2.5231, -0.2373, -0.9631)  0.25
H (-1.1560, -0.0376, -1.0087)  0.25
C (-0.0459, -0.0589, -1.0150)  0.10
O (-4.4182, 0.6094, 0.0962)  -0.43
H (1.0333, 2.1305, 1.1229)  0.24
C (0.2862, 1.4118, 0.8953)  -0.46
H (2.5553, 0.6222, 0.6702)  0.24
H (-1.9377, -1.4198, 0.6271)  0.23
C (-0.2551, -2.8460, 0.1013)  -0.19



Which formula does entry 1 have? C25H59FN15O12P